Entry 1
{
  "formula": "C37H33AsN8O6PRb",
  "method": "ωB97M-V/def2-TZVPD",
  "species": ["Rb", "C", "N", "C", "C", "N", "C", "P", "C", "N", "C", "C", "N", "C", "C", "N", "C", "C", "N", "C", "H", "H", "H", "H", "H", "H", "H", "H", "H", "H", "H", "H", "H", "H", "H", "O", "C", "O", "C", "C", "C", "C", "C", "C", "N", "O", "O", "N", "O", "O", "H", "H", "H", "C", "C", "C", "C", "C", "C", "As", "C", "C", "C", "C", "C", "C", "C", "C", "C", "C", "C", "C", "H", "H", "H", "H", "H", "H", "H", "H", "H", "H", "H", "H", "H", "H", "H"],
  "coordinates": [[0.85, -0.26, -0.99], [-0.81, 6.13, -0.65], [-0.51, 4.82, -0.10], [-0.61, 4.48, 1.21], [-0.23, 3.17, 1.29], [0.09, 2.70, 0.05], [-0.08, 3.71, -0.77], [0.21, 3.80, -2.56], [-0.85, 2.47, -3.19], [-0.93, 1.21, -2.80], [-1.91, 0.64, -3.55], [-2.43, 1.55, -4.42], [-1.76, 2.72, -4.19], [-1.98, 3.97, -4.89], [1.88, 3.09, -2.70], [2.35, 1.97, -2.18], [3.65, 1.89, -2.57], [3.98, 2.98, -3.33], [2.85, 3.74, -3.41], [2.73, 4.99, -4.14], [-1.16, 6.77, 0.16], [-1.60, 6.07, -1.40], [0.07, 6.58, -1.10], [-0.93, 5.17, 1.97], [-0.16, 2.55, 2.17], [-2.20, -0.39, -3.42], [-3.21, 1.47, -5.16], [-2.77, 3.81, -5.62], [-1.08, 4.28, -5.42], [-2.28, 4.76, -4.21], [4.28, 1.06, -2.30], [4.90, 3.26, -3.81], [3.69, 5.21, -4.60], [2.46, 5.80, -3.47], [1.98, 4.91, -4.92], [1.80, -3.79, -3.27], [1.31, -3.41, -2.20], [1.80, -2.68, -1.30], [-0.11, -3.91, -1.93], [-1.11, -3.04, -1.52], [-2.40, -3.49, -1.31], [-2.74, -4.82, -1.46], [-1.73, -5.67, -1.87], [-0.44, -5.24, -2.13], [-2.07, -7.10, -2.06], [-1.18, -7.85, -2.38], [-3.23, -7.43, -1.90], [-3.45, -2.53, -0.94], [-3.21, -1.35, -1.13], [-4.47, -2.96, -0.46], [-0.91, -1.99, -1.36], [-3.74, -5.17, -1.28], [0.30, -5.94, -2.50], [1.74, -4.69, 5.83], [1.83, -3.33, 6.05], [1.65, -2.43, 5.00], [1.39, -2.90, 3.72], [1.33, -4.27, 3.50], [1.49, -5.17, 4.55], [1.13, -1.77, 2.15], [1.72, -0.01, 2.78], [1.13, 0.71, 3.82], [1.61, 1.96, 4.17], [2.67, 2.53, 3.48], [3.26, 1.83, 2.43], [2.79, 0.57, 2.09], [-0.81, -1.45, 2.30], [-1.36, -0.26, 1.82], [-2.73, -0.09, 1.75], [-3.58, -1.11, 2.17], [-3.04, -2.29, 2.65], [-1.67, -2.46, 2.71], [1.87, -5.39, 6.65], [2.03, -2.95, 7.05], [1.74, -1.37, 5.20], [1.16, -4.65, 2.50], [1.43, -6.23, 4.37], [0.28, 0.29, 4.35], [1.14, 2.50, 4.99], [3.03, 3.51, 3.75], [4.08, 2.27, 1.88], [3.26, 0.01, 1.29], [-0.71, 0.55, 1.50], [-3.14, 0.84, 1.37], [-4.65, -0.98, 2.09], [-3.70, -3.09, 2.97], [-1.26, -3.39, 3.09]],
  "lumo_energy_ev": -0.2,
  "total_charge": 0,
  "orbital_gap_ev": 7.78
}



Entry 2
{
  "formula": "C37H33AsN8O6PRb",
  "method": "ωB97M-V/def2-TZVPD",
  "species": ["Rb", "C", "N", "C", "C", "N", "C", "P", "C", "N", "C", "C", "N", "C", "C", "N", "C", "C", "N", "C", "H", "H", "H", "H", "H", "H", "H", "H", "H", "H", "H", "H", "H", "H", "H", "O", "C", "O", "C", "C", "C", "C", "C", "C", "N", "O", "O", "N", "O", "O", "H", "H", "H", "C", "C", "C", "C", "C", "C", "As", "C", "C", "C", "C", "C", "C", "C", "C", "C", "C", "C", "C", "H", "H", "H", "H", "H", "H", "H", "H", "H", "H", "H", "H", "H", "H", "H"],
  "coordinates": [[-0.09, 1.72, 0.87], [-5.50, 5.35, -0.03], [-4.50, 4.66, 0.76], [-4.46, 4.63, 2.12], [-3.38, 3.87, 2.45], [-2.76, 3.43, 1.32], [-3.45, 3.92, 0.32], [-3.21, 3.67, -1.46], [-3.29, 1.85, -1.55], [-2.93, 0.98, -0.62], [-3.32, -0.23, -1.09], [-3.92, -0.11, -2.31], [-3.91, 1.23, -2.60], [-4.41, 1.81, -3.82], [-1.44, 4.03, -1.66], [-0.54, 3.94, -0.71], [0.65, 4.29, -1.28], [0.46, 4.59, -2.60], [-0.88, 4.43, -2.83], [-1.53, 4.70, -4.09], [-6.13, 5.92, 0.65], [-6.13, 4.63, -0.57], [-5.03, 6.03, -0.74], [-5.19, 5.15, 2.71], [-3.02, 3.62, 3.43], [-3.16, -1.14, -0.54], [-4.33, -0.83, -2.98], [-5.36, 1.33, -4.08], [-3.70, 1.67, -4.63], [-4.59, 2.87, -3.66], [1.58, 4.27, -0.73], [1.13, 4.89, -3.38], [-1.50, 5.77, -4.31], [-2.57, 4.38, -4.03], [-1.03, 4.15, -4.89], [3.12, 1.84, 0.47], [2.97, 0.89, 1.25], [1.87, 0.49, 1.73], [4.21, 0.11, 1.64], [4.13, -0.96, 2.52], [5.28, -1.68, 2.81], [6.52, -1.40, 2.27], [6.55, -0.31, 1.41], [5.45, 0.45, 1.09], [7.85, 0.03, 0.80], [7.89, 1.00, 0.07], [8.79, -0.69, 1.05], [5.17, -2.83, 3.73], [4.07, -3.10, 4.16], [6.17, -3.48, 3.93], [3.19, -1.24, 2.95], [7.40, -1.98, 2.51], [5.51, 1.28, 0.40], [-1.77, -4.64, -2.98], [-1.45, -3.35, -3.36], [-0.98, -2.45, -2.42], [-0.84, -2.82, -1.09], [-1.15, -4.12, -0.72], [-1.62, -5.02, -1.66], [-0.02, -1.48, 0.09], [-0.71, -2.06, 1.81], [-2.00, -2.57, 1.91], [-2.54, -2.89, 3.15], [-1.78, -2.70, 4.30], [-0.50, -2.18, 4.20], [0.03, -1.86, 2.97], [1.75, -2.28, 0.13], [2.73, -1.73, -0.68], [3.97, -2.35, -0.80], [4.23, -3.52, -0.11], [3.26, -4.07, 0.72], [2.02, -3.45, 0.84], [-2.13, -5.35, -3.71], [-1.55, -3.05, -4.40], [-0.74, -1.44, -2.74], [-1.03, -4.44, 0.31], [-1.86, -6.03, -1.35], [-2.60, -2.75, 1.02], [-3.54, -3.29, 3.21], [-2.20, -2.95, 5.27], [0.09, -2.03, 5.10], [1.00, -1.40, 2.89], [2.55, -0.80, -1.21], [4.73, -1.91, -1.43], [5.19, -4.01, -0.21], [3.46, -4.98, 1.27], [1.26, -3.89, 1.48]],
  "lumo_energy_ev": -0.1,
  "total_charge": 0,
  "orbital_gap_ev": 8.27
}



The relative energies come out as entry 1 40.2; entry 2 0.0, with values in kJ/mol.



Entry 1
{
  "formula": "C21H26N2O4S",
  "method": "ωB97M-V/def2-TZVPD",
  "species": ["C", "H", "O", "C", "C", "C", "C", "C", "C", "H", "H", "C", "O", "N", "C", "C", "H", "H", "S", "O", "O", "C", "C", "H", "H", "H", "H", "H", "C", "C", "C", "C", "C", "C", "C", "H", "H", "N", "C", "H", "H", "H", "C", "H", "H", "H", "H", "H", "H", "H", "H", "H", "H", "H"],
  "coordinates": [[4.96, 4.24, 2.99], [5.65, 3.98, 2.18], [3.95, 3.27, 3.13], [3.10, 3.05, 2.09], [3.15, 3.71, 0.87], [2.23, 3.40, -0.11], [1.25, 2.43, 0.09], [1.19, 1.79, 1.32], [2.10, 2.10, 2.31], [2.06, 1.61, 3.27], [0.42, 1.06, 1.52], [0.27, 2.23, -1.01], [-0.28, 3.18, -1.54], [0.02, 0.95, -1.44], [-0.89, 0.81, -2.56], [-1.75, -0.44, -2.54], [-2.64, -0.35, -1.94], [-1.20, -1.34, -2.27], [-2.24, -0.64, -4.29], [-1.78, -1.92, -4.77], [-3.63, -0.34, -4.47], [-1.19, 0.68, -4.99], [-0.15, 0.84, -3.91], [0.55, 0.00, -3.96], [0.41, 1.77, -4.00], [-0.80, 0.36, -5.94], [-1.82, 1.57, -5.10], [-1.54, 1.70, -2.52], [0.75, -0.21, -0.98], [-0.04, -1.10, -0.04], [-1.18, -0.66, 0.60], [-1.88, -1.49, 1.46], [-1.46, -2.80, 1.72], [-0.30, -3.23, 1.05], [0.39, -2.39, 0.20], [1.28, -2.76, -0.29], [0.08, -4.23, 1.20], [-2.13, -3.61, 2.59], [-3.41, -3.20, 3.11], [-3.79, -3.97, 3.78], [-4.15, -3.04, 2.31], [-3.31, -2.28, 3.69], [-1.78, -5.01, 2.68], [-1.89, -5.53, 1.72], [-2.42, -5.50, 3.41], [-0.75, -5.12, 3.02], [-2.77, -1.10, 1.93], [-1.55, 0.34, 0.43], [1.06, -0.80, -1.86], [1.66, 0.13, -0.48], [2.26, 3.92, -1.06], [3.90, 4.46, 0.67], [5.50, 4.24, 3.93], [4.54, 5.23, 2.81]],
  "lumo_energy_ev": 0.6,
  "total_charge": 0,
  "smiles": "COc1ccc(C(=O)N(Cc2ccc(N(C)C)cc2)[C@H]2CCS(=O)(=O)C2)cc1",
  "orbital_gap_ev": 8.39
}



Entry 2
{
  "formula": "C21H26N2O4S",
  "method": "ωB97M-V/def2-TZVPD",
  "species": ["C", "H", "O", "C", "C", "C", "C", "C", "C", "H", "H", "C", "O", "N", "C", "C", "C", "C", "C", "C", "H", "S", "O", "O", "N", "C", "C", "C", "C", "H", "C", "H", "H", "C", "H", "H", "H", "H", "H", "H", "H", "H", "H", "C", "H", "H", "H", "H", "H", "H", "H", "H", "H", "H"],
  "coordinates": [[-4.08, 2.20, 1.25], [-4.33, 2.77, 2.08], [-3.40, 0.99, 1.35], [-2.33, 0.95, 2.14], [-1.87, -0.15, 2.28], [-0.67, -0.58, 3.02], [-0.07, 0.41, 3.63], [-0.38, 1.88, 3.46], [-1.57, 2.07, 2.82], [-2.07, 3.02, 2.67], [0.24, 2.51, 3.96], [1.50, 0.36, 4.38], [1.43, 0.94, 5.37], [2.37, -0.59, 3.70], [2.49, -0.80, 2.40], [3.05, -2.20, 2.19], [3.14, -2.50, 0.78], [2.74, -1.83, -0.22], [2.27, -0.59, -0.08], [1.97, -0.29, 1.36], [1.52, 0.87, 1.52], [1.58, 0.32, -1.14], [2.71, 0.70, -2.17], [0.89, 1.43, -0.55], [0.73, -0.32, -2.10], [-0.73, -0.80, -1.47], [-1.90, 0.45, -1.25], [-2.18, 0.81, -2.61], [-1.36, 1.14, -3.53], [-1.83, 1.78, -4.41], [-0.55, -0.01, -4.29], [-1.40, -0.66, -4.34], [-0.31, 0.20, -5.31], [0.44, -0.50, -3.49], [0.62, -1.60, -3.76], [1.61, -0.14, -3.84], [-0.43, 1.98, -3.18], [-3.08, -0.17, -2.96], [-2.92, 1.69, -2.34], [-2.46, -0.08, -0.47], [-1.35, 1.08, -0.84], [-1.24, -1.88, -1.75], [-0.51, -1.13, -0.28], [2.88, -2.20, -1.62], [3.90, -2.93, -1.63], [3.19, -1.35, -2.46], [1.98, -2.68, -2.13], [3.69, -3.41, 0.49], [3.65, -2.64, 2.89], [3.09, -0.86, 4.48], [-0.11, -1.55, 3.01], [-2.26, -1.16, 1.85], [-4.85, 2.17, 0.50], [-3.47, 2.87, 0.68]],
  "lumo_energy_ev": -0.7,
  "total_charge": 0,
  "orbital_gap_ev": 8.13
}



Entry 3
{
  "formula": "C21H26N2O4S",
  "method": "ωB97M-V/def2-TZVPD",
  "species": ["C", "H", "H", "H", "C", "C", "H", "H", "H", "O", "C", "C", "H", "H", "C", "N", "C", "O", "C", "C", "C", "C", "C", "C", "H", "H", "C", "N", "C", "O", "C", "H", "H", "S", "C", "C", "C", "C", "C", "O", "H", "H", "H", "H", "H", "H", "H", "H", "H", "H", "H", "H", "H", "H"],
  "coordinates": [[-2.04, 3.68, 3.78], [-2.66, 3.00, 4.35], [-2.68, 4.37, 3.24], [-1.42, 4.24, 4.47], [-1.18, 2.88, 2.79], [-2.06, 1.98, 1.94], [-2.63, 1.30, 2.57], [-1.45, 1.39, 1.26], [-2.75, 2.58, 1.36], [-0.46, 3.71, 1.90], [0.49, 4.56, 2.51], [1.44, 5.10, 1.44], [0.85, 5.36, 0.56], [1.92, 6.01, 1.82], [2.54, 4.10, 1.07], [2.00, 2.87, 0.54], [1.88, 1.76, 1.30], [2.36, 1.67, 2.41], [1.19, 0.60, 0.65], [1.43, -0.66, 1.19], [0.83, -1.78, 0.66], [-0.04, -1.67, -0.42], [-0.30, -0.41, -0.95], [0.31, 0.71, -0.43], [0.06, 1.67, -0.85], [-0.98, -0.31, -1.78], [-0.71, -2.90, -0.97], [-0.96, -2.82, -2.38], [-2.21, -2.56, -2.83], [-2.50, -2.39, -3.99], [-3.21, -2.50, -1.69], [-4.07, -3.12, -1.91], [-3.54, -1.47, -1.54], [-2.38, -3.12, -0.21], [0.16, -2.94, -3.29], [0.78, -4.29, -3.22], [0.41, -5.49, -3.76], [1.36, -6.44, -3.31], [2.23, -5.75, -2.53], [1.90, -4.45, -2.47], [3.11, -6.06, -1.99], [1.38, -7.49, -3.53], [-0.44, -5.67, -4.39], [-0.24, -2.75, -4.29], [0.92, -2.18, -3.04], [-0.14, -3.79, -0.72], [1.03, -2.76, 1.08], [2.10, -0.73, 2.03], [1.47, 2.95, -0.32], [3.11, 3.83, 1.96], [3.21, 4.54, 0.33], [1.06, 3.99, 3.27], [-0.01, 5.40, 3.01], [-0.46, 2.27, 3.36]],
  "lumo_energy_ev": 0.5,
  "total_charge": 0,
  "smiles": "CC(C)OCCCNC(=O)c1ccc([C@H]2SCC(=O)N2Cc2ccco2)cc1",
  "orbital_gap_ev": 9.31
}



The relative energies come out as entry 1 94.6; entry 2 1891.1; entry 3 0.0, with values in kJ/mol.